[1]
Here is a 6-piece molecular cluster, C27H41Br2F15N2O12P overall from the Open Molecules 2025 dataset. Energies are from ωB97M-V/def2-TZVPD.

Summary:
HOMO in eV: -4.31
Charge: -1
Largest force on an atom in eV/A: 0.54
DFT total energy in hartree: -9053.28921

Cartesian coordinates (Å):
C: 3.45677 3.76533 4.56288
N: 3.36027 3.21127 3.22354
C: 2.08181 2.55405 2.90664
P: 2.10038 0.64167 2.89374
N: 2.21103 -1.16142 2.88975
C: 3.99923 0.63244 2.42252
Br: 5.24663 0.21399 3.82460
C: 4.56754 0.79723 1.23562
C: 5.99511 0.69622 0.78971
Br: 3.50186 1.36530 -0.27713
O: 2.46230 0.69997 4.62175
C: 1.35845 0.77938 5.45367
C: 0.05771 0.68205 4.62281
O: 0.40431 0.57524 3.27166
H: 2.90815 3.12295 5.24853
H: 4.49693 3.77617 4.89952
H: 3.05379 4.78596 4.65501
H: 3.52643 3.93618 2.54035
H: 1.73961 2.89148 1.92179
H: 1.31173 2.85777 3.63067
H: 1.73009 0.60731 1.53203
H: 1.38276 -1.53480 3.33640
H: 3.01862 -1.48394 3.41227
H: 6.07067 0.02882 -0.07053
H: 6.62791 0.31250 1.58384
H: 6.36860 1.67568 0.48270
H: 1.39590 -0.01855 6.21160
H: 1.36417 1.72475 6.02029
H: -0.55311 -0.18514 4.90056
H: -0.54927 1.58859 4.75182
C: -2.84581 -4.66862 8.06221
C: -1.42001 -4.41220 7.62955
O: -1.30912 -4.38084 6.18823
C: -1.64098 -3.23278 5.61211
O: -2.04274 -2.24457 6.15054
C: -1.39490 -3.32179 4.08612
F: -1.91891 -4.45315 3.58135
F: -0.08475 -3.32530 3.84339
F: -1.95630 -2.29171 3.46783
H: -3.21855 -5.59332 7.62102
H: -2.88598 -4.76184 9.14797
H: -3.49524 -3.84724 7.76363
H: -0.75621 -5.21946 7.93008
H: -1.04152 -3.47181 8.02806
C: -3.51065 2.38599 4.01210
C: -3.89859 3.80967 3.70168
O: -4.78282 4.35120 4.72287
C: -4.20704 4.82424 5.81082
O: -3.04188 4.89139 6.06649
C: -5.29277 5.36756 6.77360
F: -6.32128 4.52008 6.89809
F: -5.77355 6.53243 6.30578
F: -4.78349 5.58529 7.98233
H: -4.40012 1.76855 4.14414
H: -2.91688 1.98075 3.19499
H: -2.91124 2.33080 4.92032
H: -4.48666 3.87672 2.78911
H: -3.02802 4.45789 3.61186
C: 3.32277 0.20386 -3.83611
C: 4.27705 0.43811 -4.97833
O: 3.67396 0.08421 -6.25909
C: 2.90794 0.99714 -6.81735
O: 2.65653 2.10074 -6.43285
C: 2.36319 0.46072 -8.16462
F: 1.90741 -0.79443 -8.06282
F: 3.34104 0.46586 -9.08842
F: 1.37095 1.22631 -8.61179
H: 2.97498 -0.82932 -3.82903
H: 3.83490 0.39782 -2.89357
H: 2.45922 0.86557 -3.89462
H: 5.14706 -0.21105 -4.91821
H: 4.60531 1.47498 -5.03229
C: 0.99596 -0.38600 -11.83950
C: 0.89744 -1.74842 -11.19409
O: 0.07678 -2.64105 -11.99423
C: 0.67224 -3.21466 -13.02212
O: 1.80949 -3.10003 -13.37437
C: -0.32633 -4.15017 -13.74841
F: -1.51373 -3.56255 -13.93008
F: -0.51827 -5.26045 -13.01985
F: 0.15031 -4.50788 -14.93711
H: 0.00202 0.03117 -12.00170
H: 1.55059 0.28755 -11.18738
H: 1.51524 -0.44489 -12.79524
H: 0.38898 -1.70667 -10.23468
H: 1.87659 -2.20475 -11.05645
C: -3.13212 -3.05926 0.24053
C: -4.42725 -2.28263 0.30188
O: -4.16551 -0.87197 0.49502
C: -3.86345 -0.17767 -0.58855
O: -3.85519 -0.55692 -1.72296
C: -3.52077 1.27824 -0.18397
F: -2.73461 1.29123 0.88898
F: -4.65316 1.94613 0.11683
F: -2.91711 1.91326 -1.17904
H: -2.53666 -2.88116 1.13517
H: -3.35062 -4.12568 0.17378
H: -2.54666 -2.77240 -0.63202
H: -5.02511 -2.56213 1.16630
H: -5.02176 -2.40709 -0.60254

[2]
Here is C6H10 in the gas phase at a distorted geometry from the Open Molecules 2025 dataset. Energies are from ωB97M-V/def2-TZVPD.

Summary:
Relative energy (zero: lowest compared OMol25 entry of this formula, charge and spin) in eV: 6.245
HOMO in eV: -6.16
Charge: 0
Largest force on an atom in eV/A: 2.97
DFT total energy in hartree: -234.37300

Cartesian coordinates (Å):
C: 2.31922 0.55725 -0.29744
C: 1.47713 -0.25886 0.56041
C: 0.07947 -0.29916 0.12335
C: -0.00098 -0.57210 -1.26857
C: -2.40864 0.14604 0.52106
C: -0.97298 -0.03541 0.97419
H: 2.05365 -0.50315 -0.79004
H: 1.80478 1.43412 -0.67333
H: 3.39231 0.59682 -0.21159
H: -3.12073 0.21674 1.34197
H: 1.62261 -0.30553 1.64136
H: 0.63524 -1.23372 -1.85726
H: -0.99292 -0.47281 -1.69791
H: -2.51620 0.97675 -0.16875
H: -2.65801 -0.72325 -0.09661
H: -0.71394 0.47626 1.89918

[3]
Here is an isolated ion of composition C11H13N2 and charge +1 at a distorted geometry from the Open Molecules 2025 dataset. Energies are from ωB97M-V/def2-TZVPD.

Summary:
Relative energy (zero: lowest compared OMol25 entry of this formula, charge and spin) in eV: 3.760
HOMO in eV: -11.71
Charge: +1
Largest force on an atom in eV/A: 4.18
DFT total energy in hartree: -536.12554

Cartesian coordinates (Å):
C: 1.16621 -2.76286 -1.45438
C: -0.07642 -3.19644 -0.80460
C: 1.57008 -1.45448 -1.29032
C: -0.73632 -2.34793 0.04251
C: 0.75486 -0.52544 -0.73689
C: -0.44684 -0.92671 -0.13553
C: -1.60350 2.33066 0.25501
C: 1.23492 0.88104 -0.58759
C: 1.34946 1.14340 0.97174
C: -1.41232 -0.04411 0.43740
C: 0.03624 1.34074 1.58425
N: -1.92597 1.14446 -0.21520
N: -0.69778 2.41707 1.21200
H: 1.68541 -3.48471 -2.07700
H: -0.36008 -4.20556 -0.81833
H: 2.39468 -1.22898 -1.95326
H: -1.68024 -2.57136 0.42394
H: -2.21471 3.20924 0.15030
H: 2.22372 1.31453 -1.08397
H: 0.46267 1.60319 -0.90957
H: 1.88201 0.29737 1.38969
H: 2.08602 2.05545 1.23501
H: -2.17115 -0.44886 1.09536
H: -0.18977 0.97221 2.56307
H: -2.86065 1.12571 -0.74211
H: -0.47053 3.36235 1.44846

[4]
Here is a 2-piece molecular cluster, C29H33N2O4 overall at a distorted geometry from the Open Molecules 2025 dataset. Energies are from ωB97M-V/def2-TZVPD.

Summary:
Relative energy (zero: lowest compared OMol25 entry of this formula, charge and spin) in eV: 3.298
HOMO in eV: -9.63
Charge: +1
Largest force on an atom in eV/A: 1.80
DFT total energy in hartree: -1535.09054

Cartesian coordinates (Å):
H: -0.35427 -2.29746 1.57256
C: -0.40897 -2.97252 0.65245
H: -0.27224 -4.00803 1.01684
C: -1.74390 -2.85930 -0.03350
C: -2.99958 -2.68730 0.74216
O: -4.08529 -2.52698 0.20436
O: -2.76223 -2.71369 2.06540
C: -3.93147 -2.66134 2.89378
C: -3.50272 -2.61090 4.33920
C: -1.89878 -2.79516 -1.37031
N: -0.82044 -2.70826 -2.19460
C: 0.44081 -2.59542 -1.67960
C: 0.67868 -2.69008 -0.35452
C: 2.12190 -2.56839 0.00514
O: 2.94939 -2.31987 -0.85351
O: 2.41013 -2.77313 1.31234
C: 3.83331 -2.86702 1.54691
C: 4.19111 -2.83948 3.01047
H: -4.51458 -1.77095 2.62744
H: -4.55084 -3.54780 2.71064
H: -4.38518 -2.44555 4.96705
H: -3.04636 -3.55816 4.66068
H: -2.80963 -1.78255 4.54381
H: -2.85826 -2.76796 -1.87414
H: -0.95713 -2.65219 -3.19561
H: 1.19235 -2.42620 -2.41660
H: 4.20455 -3.80737 1.10919
H: 4.32251 -2.04223 1.01684
H: 5.28427 -2.93396 3.04932
H: 3.93809 -1.89576 3.50825
H: 3.79047 -3.68992 3.57358
C: 1.08372 -2.62552 6.73613
C: 0.99226 -1.24927 7.23658
N: 1.71221 -0.84963 8.32734
C: 2.76328 -1.62968 8.95987
C: 1.33606 0.43100 8.72699
C: 0.31243 0.86955 7.84590
C: -0.32421 2.07784 8.16338
C: 0.05243 2.75320 9.34798
C: 1.08468 2.28881 10.18886
C: 1.73139 1.08293 9.88652
C: 0.12749 -0.19085 6.83712
C: -0.88455 -0.20181 5.83251
C: -2.22373 0.15018 6.20492
C: -2.64402 -0.03205 7.56350
C: -3.79861 0.59589 8.02899
C: -4.65127 1.27836 7.15911
C: -5.79884 2.06277 7.75398
C: -4.39287 1.19995 5.77370
C: -3.19476 0.66654 5.29635
H: 0.14071 -2.88345 6.23922
H: 1.88929 -2.75005 5.99632
H: 1.24795 -3.33830 7.56028
H: 3.18696 -1.02927 9.76453
H: 2.37590 -2.57015 9.37924
H: 3.55669 -1.87351 8.24519
H: -1.11146 2.47238 7.51364
H: -0.47487 3.67237 9.63226
H: 1.39316 2.84652 11.06518
H: 2.50227 0.64574 10.51716
H: -0.63877 -0.33615 4.76086
H: -2.02749 -0.62399 8.24632
H: -4.01980 0.59102 9.10003
H: -6.46399 2.46741 6.98206
H: -6.36316 1.42449 8.44921
H: -5.39212 2.89639 8.34407
H: -5.12270 1.58244 5.05851
H: -2.94230 0.67448 4.22424

[5]
Here is C23H30GeNaO3S3 as an isolated structure from the Open Molecules 2025 dataset. Energies are from ωB97M-V/def2-TZVPD.

Summary:
Relative energy (zero: lowest compared OMol25 entry of this formula, charge and spin) in eV: 0.000
HOMO in eV: -4.71
Charge: -1
Largest force on an atom in eV/A: 0.11
DFT total energy in hartree: -4554.11912

Cartesian coordinates (Å):
Na: -2.22432 2.41470 -0.23898
O: 0.09356 2.39036 -0.47170
C: 0.91082 2.05874 0.66409
C: -0.04746 1.81749 1.89596
O: 0.52860 1.59561 2.96277
O: -1.27782 1.83508 1.65061
C: 1.85650 3.20959 0.97882
C: 1.69414 4.45607 0.38809
C: 2.55820 5.50294 0.69270
C: 3.59175 5.31387 1.59390
C: 3.75570 4.06938 2.19254
C: 2.89799 3.02692 1.88836
C: 1.69948 0.79116 0.34191
C: 2.67013 0.84394 -0.65787
C: 3.39234 -0.28436 -1.01475
C: 3.16212 -1.48791 -0.36148
C: 2.20000 -1.54907 0.63488
C: 1.46938 -0.42005 0.98203
H: 0.62277 2.30210 -1.27245
H: 0.88256 4.61278 -0.30933
H: 2.41556 6.46817 0.22221
H: 4.26515 6.12790 1.83251
H: 4.55678 3.91225 2.90445
H: 3.01167 2.06454 2.36763
H: 2.88852 1.79046 -1.14336
H: 4.14295 -0.22062 -1.79280
H: 3.72787 -2.37108 -0.63070
H: 2.01061 -2.48387 1.14906
H: 0.73767 -0.47153 1.77627
S: -4.27734 0.13273 -3.93266
C: -3.90345 1.18340 -2.71013
S: -4.27402 0.65250 -0.99330
S: -3.17990 2.70309 -2.83381
C: -1.73119 -3.24467 -3.64257
C: -0.39356 -2.55272 -3.40856
C: -0.28280 -1.83266 -2.06628
C: -1.31638 -0.71339 -1.87750
Ge: -2.96957 -1.17911 -0.93836
C: -2.65806 -1.44468 0.97918
C: -2.14146 -2.82939 1.36756
C: -2.00591 -3.01920 2.88006
C: -0.93457 -2.13703 3.51142
H: -1.71802 -3.82325 -4.56835
H: -2.54592 -2.52235 -3.71576
H: -1.96725 -3.92875 -2.82284
H: -0.22462 -1.82389 -4.20806
H: 0.41720 -3.28499 -3.48085
H: 0.71819 -1.39994 -1.99385
H: -0.34117 -2.56768 -1.25506
H: -1.57491 -0.26872 -2.84091
H: -0.88487 0.08687 -1.26834
H: -3.73812 -2.36935 -1.53739
H: -3.60702 -1.24957 1.48956
H: -1.97677 -0.65341 1.30237
H: -1.16480 -3.01062 0.90296
H: -2.81401 -3.59667 0.97005
H: -1.77924 -4.06984 3.08914
H: -2.97453 -2.81252 3.34726
H: 0.04360 -2.34854 3.07070
H: -0.85526 -2.31751 4.58475
H: -1.13747 -1.07374 3.37423

[6]
Here is C5H8N2O in the gas phase at a distorted geometry from the Open Molecules 2025 dataset. Energies are from ωB97M-V/def2-TZVPD.

Summary:
Relative energy (zero: lowest compared OMol25 entry of this formula, charge and spin) in eV: 2.930
SMILES: [H]/N=C(\N)CC(=C)C=O
HOMO in eV: -8.99
Charge: 0
Largest force on an atom in eV/A: 5.01
DFT total energy in hartree: -379.98051

Cartesian coordinates (Å):
H: 2.16368 -0.89804 1.76828
N: 1.86576 -0.42405 0.91867
C: 0.67541 0.00865 0.95002
N: -0.19045 -0.07427 2.00586
C: 0.24580 1.18659 -0.16241
C: -0.36631 0.03155 -0.86166
C: -1.70920 -0.20523 -0.88521
C: 0.50109 -0.59987 -1.90248
O: 0.50034 -0.32014 -3.06519
H: -1.14114 0.24989 1.90991
H: 0.13804 -0.40645 2.89786
H: -0.46952 1.85566 0.31072
H: 1.12109 1.59577 -0.65401
H: -2.42562 0.48751 -0.47269
H: -2.10818 -1.13582 -1.27581
H: 1.19921 -1.35175 -1.48187

Kohn-Sham gap for every record listed, in sequence, given in eV: 6.268, 4.883, 7.901, 4.362, 6.870, 9.645.
LUMO for every record listed, in sequence, given in eV: 1.955, -1.280, -3.805, -5.265, 2.164, 0.653.